Density functional theory data (ωB97M-V/def2-TZVPD) for 8 unconnected molecules or ions with the total composition C82H184F6N4P4 at a distorted geometry.

```
280
C82H184F6N4P4 (ωB97M-V/def2-TZVPD)
C -6.7981 -5.5453 6.0822
C -6.9735 -4.5874 4.8825
C -5.6553 -4.4343 4.0339
C -5.7277 -3.1631 3.2393
P -4.2561 -2.7708 2.1995
C -4.8525 -2.0219 0.6941
C -5.6126 -2.9176 -0.3241
C -5.5549 -2.2089 -1.6939
C -4.2705 -2.7128 -2.5291
C -3.2657 -4.2324 1.6391
C -2.2290 -4.0408 0.5240
C -1.4656 -5.3696 0.2665
C -2.3789 -6.5196 -0.1455
C -3.0180 -1.4928 2.8572
C -2.2385 -1.9206 4.0501
C -2.8771 -1.8438 5.4443
C -3.7041 -0.6146 5.7932
H -6.2087 -6.4238 5.8199
H -7.8041 -5.9464 6.2055
H -6.5932 -5.0254 7.0181
H -7.3469 -3.6758 5.3490
H -7.8020 -4.8006 4.2070
H -5.3996 -5.3712 3.5391
H -4.7913 -4.3632 4.6945
H -5.9830 -2.2919 3.8427
H -6.4880 -3.0583 2.4653
H -3.8783 -1.6457 0.3817
H -5.4218 -1.1669 1.0588
H -6.6208 -3.1837 -0.0064
H -5.1058 -3.8817 -0.3644
H -5.5960 -1.1243 -1.7943
H -6.3688 -2.6267 -2.2863
H -3.3160 -2.5649 -2.0240
H -4.2712 -2.0745 -3.4126
H -4.3113 -3.7375 -2.8986
H -4.0351 -4.9097 1.2684
H -2.9264 -4.7375 2.5435
H -1.3968 -3.3721 0.7440
H -2.7634 -3.8639 -0.4094
H -0.9156 -5.8109 1.0977
H -0.7569 -5.3058 -0.5592
H -1.7483 -7.3289 -0.5137
H -3.0769 -6.2394 -0.9344
H -3.0388 -6.7867 0.6800
H -3.4739 -0.5443 3.1411
H -2.3582 -1.2055 2.0385
H -1.4222 -1.2003 4.1039
H -1.5729 -2.7837 4.0466
H -2.0386 -1.9558 6.1317
H -3.6161 -2.6269 5.6138
H -4.5957 -0.4942 5.1778
H -3.1311 0.3122 5.7640
H -4.0507 -0.6736 6.8249
C 0.4752 0.5293 2.5060
C 1.4258 1.6576 2.5964
C 1.4831 2.0864 4.0040
C 2.4927 3.1702 4.4594
P 2.5876 3.7104 6.1609
C 1.7696 2.4684 7.3155
C 0.1993 2.5647 7.2225
C -0.5324 1.6281 8.2105
C -0.5685 2.2071 9.6182
C 4.3721 3.7578 6.6100
C 5.4178 4.1423 5.5069
C 6.8035 4.1707 6.1598
C 7.9845 4.1446 5.1085
C 1.9460 5.3691 6.4594
C 2.6192 6.5711 5.7877
C 2.2522 7.9799 6.3499
C 0.8105 8.3438 6.5948
H 0.5976 -0.3880 3.0817
H 0.4184 0.1820 1.4744
H -0.5255 0.7572 2.8730
H 1.0538 2.3450 1.8367
H 2.4419 1.3891 2.3075
H 1.5366 1.3122 4.7694
H 0.4574 2.4427 4.0992
H 2.2693 4.0758 3.8954
H 3.4882 2.8431 4.1594
H 1.9881 2.5941 8.3760
H 2.1209 1.4766 7.0308
H -0.2304 2.3975 6.2349
H 0.0597 3.6416 7.3168
H -0.1311 0.6166 8.1474
H -1.5412 1.4893 7.8217
H -0.7277 3.2831 9.6895
H 0.3034 1.9069 10.1993
H -1.4466 1.7821 10.1044
H 4.5651 2.8394 7.1644
H 4.3438 4.4394 7.4600
H 5.1095 5.0391 4.9696
H 5.3885 3.4726 4.6475
H 6.8133 3.2343 6.7176
H 6.8211 5.0108 6.8540
H 7.8604 4.9929 4.4354
H 7.9117 3.1764 4.6131
H 8.9292 4.0457 5.6432
H 1.6908 5.6397 7.4840
H 0.9006 5.2702 6.1672
H 2.2518 6.4516 4.7684
H 3.7070 6.5752 5.8563
H 2.7409 8.6652 5.6573
H 2.8982 8.2088 7.1975
H 0.2242 7.6933 7.2438
H 0.3171 8.4847 5.6332
H 0.7325 9.2476 7.1992
C -2.5773 5.5644 -6.2725
C -2.0006 4.3603 -5.6815
C -0.7184 4.5070 -4.9389
C 0.0654 3.1800 -4.8855
P 1.8898 3.4763 -4.3166
C 2.7345 4.5788 -5.4973
C 2.7799 4.0436 -6.9930
C 4.2244 3.5998 -7.3820
C 4.5021 3.4175 -8.9542
C 2.1352 4.4055 -2.7056
C 1.6105 3.7676 -1.3860
C 1.4959 4.7417 -0.1086
C 2.8520 4.8144 0.5886
C 2.8608 1.9282 -4.1534
C 4.3309 2.1270 -3.7787
C 5.1234 0.8900 -3.8771
C 6.6308 0.9792 -3.5941
H -2.0560 5.7963 -7.2012
H -2.5589 6.4689 -5.6644
H -3.6134 5.4183 -6.5776
H -1.8817 3.7554 -6.5804
H -2.7321 3.8267 -5.0745
H -0.8020 5.0943 -4.0244
H -0.0744 5.1863 -5.4974
H 0.1048 2.7354 -5.8799
H -0.3321 2.3927 -4.2451
H 3.7729 4.7566 -5.2175
H 2.2657 5.5611 -5.4377
H 2.5546 4.8226 -7.7213
H 2.0013 3.3800 -7.3694
H 4.4774 2.7442 -6.7559
H 4.8876 4.3788 -7.0061
H 4.2878 4.2056 -9.6761
H 3.9603 2.5275 -9.2743
H 5.5494 3.1711 -9.1290
H 1.6767 5.3744 -2.9035
H 3.2099 4.4660 -2.5340
H 2.1607 2.8729 -1.0946
H 0.5731 3.4837 -1.5626
H 0.8197 4.3032 0.6253
H 1.1960 5.7564 -0.3705
H 2.7557 5.3194 1.5498
H 3.6248 5.2624 -0.0361
H 3.2800 3.8451 0.8445
H 2.7660 1.4397 -5.1232
H 2.2990 1.4300 -3.3632
H 4.2016 2.4646 -2.7504
H 4.8568 2.9119 -4.3222
H 5.0884 0.3751 -4.8372
H 4.6781 0.2582 -3.1086
H 7.0767 0.0015 -3.7770
H 6.9745 1.3988 -2.6486
H 7.1764 1.6672 -4.2399
C 1.3035 -2.6209 1.8041
C 2.3699 -2.7403 2.9271
C 2.1086 -3.8453 3.9729
C 3.3861 -4.4875 4.4505
N 3.1501 -5.7460 5.3512
C 4.5698 -6.3452 5.6804
C 5.1469 -5.3518 6.6457
C 3.9741 -4.8774 7.5727
C 2.7127 -5.1696 6.7534
C 2.1960 -6.8433 4.9166
H 1.3823 -1.6512 1.3125
H 0.3725 -2.4948 2.3566
H 1.3022 -3.4501 1.0966
H 2.5915 -1.7851 3.4031
H 3.2685 -2.9240 2.3381
H 1.5322 -4.6225 3.4711
H 1.5617 -3.2875 4.7331
H 3.8866 -3.7271 5.0501
H 3.9941 -4.8518 3.6225
H 4.4211 -7.3256 6.1329
H 4.9965 -6.4690 4.6851
H 5.9830 -5.6857 7.2602
H 5.5764 -4.5736 6.0148
H 4.1011 -5.4489 8.4922
H 4.1309 -3.8204 7.7879
H 2.0978 -5.9526 7.1969
H 1.9115 -4.4312 6.7837
H 1.3034 -6.2644 4.6797
H 2.1900 -7.5550 5.7421
H 2.6604 -7.2843 4.0345
C -6.0111 -5.5862 -6.6149
C -5.6402 -4.0559 -7.0090
C -4.1936 -3.6522 -6.5668
C -3.7023 -2.4403 -7.4095
N -2.2334 -1.8550 -7.0614
C -2.0486 -1.5818 -5.5806
C -0.9514 -0.5073 -5.5374
C -0.8924 0.1480 -6.9125
C -2.0513 -0.4260 -7.7168
C -1.1112 -2.7640 -7.5213
H -7.0834 -5.7816 -6.6231
H -5.7303 -5.8127 -5.5863
H -5.6282 -6.3900 -7.2437
H -6.4486 -3.4305 -6.6304
H -5.7038 -4.1878 -8.0891
H -3.3828 -4.3719 -6.6793
H -4.1550 -3.5908 -5.4793
H -4.4580 -1.6575 -7.4762
H -3.5269 -2.5959 -8.4739
H -2.1133 -2.4792 -4.9654
H -2.9466 -1.0811 -5.2185
H 0.0521 -0.8789 -5.3300
H -1.1606 0.2080 -4.7421
H 0.0991 -0.0483 -7.3207
H -0.8845 1.2372 -6.9547
H -1.6231 -0.5891 -8.7058
H -2.9641 0.1696 -7.7072
H -1.2942 -2.8566 -8.5919
H -1.2501 -3.6472 -6.8977
H -0.1277 -2.3192 -7.3699
C 3.7394 -1.9540 -7.1037
C 3.1952 -2.0757 -5.7027
C 3.3596 -3.5913 -5.3499
N 2.4270 -4.2074 -4.2046
C 0.9775 -3.7485 -4.4486
C 2.9882 -3.8521 -2.8497
C 2.2884 -4.8481 -1.8410
C 2.1845 -6.1391 -2.6267
C 2.5436 -5.7641 -4.1097
H 2.8919 -2.3189 -7.6840
H 4.6563 -2.5185 -7.2729
H 3.9745 -0.9127 -7.3242
H 2.1464 -1.8109 -5.8371
H 3.6291 -1.3781 -4.9864
H 4.3673 -3.7212 -4.9553
H 3.3128 -4.2935 -6.1823
H 0.7610 -4.0325 -5.4784
H 0.7993 -2.6844 -4.2939
H 0.3581 -4.3802 -3.8119
H 2.8562 -2.7934 -2.6263
H 4.0763 -3.9130 -2.8311
H 1.2293 -4.6044 -1.7566
H 2.9438 -4.8836 -0.9708
H 1.2291 -6.6447 -2.4863
H 2.8573 -6.8141 -2.0978
H 1.6806 -6.1840 -4.6264
H 3.5271 -6.0371 -4.4922
C -4.6115 7.4752 0.8924
C -3.9811 6.4400 -0.0182
C -4.6588 5.0512 0.1139
N -3.8004 3.8683 -0.6164
C -3.3228 4.3278 -1.9996
C -4.7458 2.6144 -0.7771
C -3.7742 1.3910 -0.8503
C -2.5390 1.7889 -0.1141
C -2.6412 3.2878 0.1627
H -4.5173 8.4466 0.4070
H -4.2117 7.5119 1.9058
H -5.6882 7.3582 1.0147
H -2.9427 6.5215 0.3030
H -4.1003 6.6890 -1.0726
H -5.6888 5.0428 -0.2427
H -4.7076 4.6965 1.1434
H -4.0581 4.7117 -2.7068
H -2.8837 3.3961 -2.3561
H -2.5033 5.0232 -1.8179
H -5.2780 2.8549 -1.6975
H -5.3015 2.5456 0.1581
H -3.7128 1.3106 -1.9356
H -4.3119 0.5369 -0.4386
H -1.7613 1.7495 -0.8768
H -2.4881 1.3411 0.8784
H -1.7078 3.7753 -0.1185
H -2.9532 3.4316 1.1972
P 0.4541 -0.5660 -1.7566
F -0.8651 -1.1833 -2.5757
F -0.6238 -0.5033 -0.5091
F 0.7882 -2.1083 -1.3273
F 1.6614 0.0969 -0.8490
F 1.4714 -0.7950 -3.0763
F 0.0517 0.9496 -2.1914
```

Values from the calculation:
Calculated total energy   -5416.2883 Ha
E_LUMO   -0.3623 hartree
Charge   +6